1.
Computed, not measured: a structure of composition C2HNaO3Tl in a non-equilibrium geometry, with ωB97M-V with the def2-TZVPD basis set.

Results
ΔE to the lowest compared entry with this formula, charge and spin = 0.000 eV
F_max = 4.96 eV/A
LUMO energy = -4.70 eV
gap between HOMO and LUMO = 8.059 eV
highest occupied orbital energy = -12.759 eV

Structure (ORCA input):
```
! RIJCOSX wB97M-V def2-TZVPD def2/J DEFGRID3
* xyz 1 1
O -1.5095 1.2037 0.4962
C -0.3426 1.2985 0.1386
O -0.4545 -1.1908 -0.2811
C 0.3624 -0.2883 -0.4242
O 1.5805 -0.2453 -0.3538
Tl -2.5745 -0.8529 0.5820
H -0.0377 2.1970 -0.4506
Na 3.0293 1.1005 0.7153
*
```

---

2.
Computed, not measured: a cluster of 2 separate species, CHFNO5S in total in a non-equilibrium geometry, with ωB97M-V with the def2-TZVPD basis set.

Results
ΔE to the lowest compared entry with this formula, charge and spin = 4.549 eV
F_max = 3.84 eV/A
LUMO energy (alpha / beta) = 2.28 / 2.70 eV
gap between HOMO and LUMO (alpha / beta) = 8.349 / 8.209 eV
highest occupied orbital energy (alpha / beta) = -6.074 / -5.512 eV

Structure (ORCA input):
```
! RIJCOSX wB97M-V def2-TZVPD def2/J DEFGRID3
* xyz -1 1
C -0.4335 -0.1023 0.4900
N -0.6516 -1.2388 -0.3715
O -0.6135 -1.0458 -1.5537
O 1.5357 1.7000 0.9972
O -0.8139 -2.3335 0.1447
O 1.8311 -0.4863 -0.1152
O 0.9105 1.4633 -1.3336
F -0.2910 -0.4975 1.7182
S 1.1639 0.8296 -0.0493
H -2.6378 1.7112 0.0734
*
```